A molecular structure, C5H9O3Sc, computed with the ωB97M-V functional and the def2-TZVPD basis.

XYZ file:
```
18
C5H9O3Sc (the ωB97M-V functional and the def2-TZVPD basis)
O 0.97894 1.22858 -0.68453
C 0.61195 0.30979 0.26151
C 1.63860 -0.82003 0.36036
O 0.86233 -1.97613 0.65433
C -0.09374 -2.01803 -0.33440
C -1.43908 -2.11674 0.00030
O -1.03016 0.12917 0.50839
C -1.94815 1.11112 0.89265
Sc 1.26986 3.07026 -1.15288
H 0.72358 0.81226 1.24887
H 2.34980 -0.61642 1.16989
H 2.20865 -1.01490 -0.56286
H 0.19570 -1.90493 -1.38564
H -1.71222 -2.50407 0.98740
H -2.13292 -1.93300 -0.82569
H -1.94414 1.98673 0.22745
H -2.96999 0.71485 0.81837
H -1.71089 1.44214 1.91880
```

Calculated values
Charge: +2
HOMO energy (spin up / spin down): -16.5 / -16.9 eV
HOMO-LUMO gap (spin up / spin down): 6.65 / 7.71 eV